{"formula": "C39H88NO22PtS9", "method": "ωB97M-V/def2-TZVPD", "elements": ["Pt", "C", "C", "C", "C", "C", "C", "N", "O", "C", "C", "C", "H", "H", "H", "H", "H", "H", "H", "H", "H", "H", "H", "H", "H", "H", "H", "H", "H", "H", "C", "C", "O", "C", "O", "O", "H", "H", "H", "H", "C", "C", "O", "C", "O", "O", "H", "H", "H", "H", "C", "C", "O", "C", "O", "O", "H", "H", "H", "H", "C", "C", "O", "C", "O", "O", "H", "H", "H", "H", "C", "S", "O", "C", "H", "H", "H", "H", "H", "H", "C", "S", "O", "C", "H", "H", "H", "H", "H", "H", "C", "S", "O", "C", "H", "H", "H", "H", "H", "H", "C", "S", "O", "C", "H", "H", "H", "H", "H", "H", "C", "S", "O", "C", "H", "H", "H", "H", "H", "H", "C", "S", "O", "C", "H", "H", "H", "H", "H", "H", "C", "S", "O", "C", "H", "H", "H", "H", "H", "H", "C", "S", "O", "C", "H", "H", "H", "H", "H", "H", "C", "S", "O", "C", "H", "H", "H", "H", "H", "H"], "positions_angstrom": [[-2.6423, 28.0937, -8.8194], [-3.8675, 24.1811, -8.9907], [-2.2652, 23.8397, -8.8862], [-1.9789, 22.7831, -10.0347], [-0.5171, 22.5324, -10.3516], [0.2286, 23.9067, -10.5843], [0.0195, 24.9865, -9.5254], [-1.4686, 25.1006, -9.1771], [-1.7253, 26.1272, -8.1522], [0.4208, 26.2879, -10.2517], [0.9167, 24.7847, -8.2482], [-2.0063, 23.1036, -7.5422], [-4.5097, 23.3403, -8.7282], [-4.0510, 24.4269, -10.0366], [-4.1583, 25.0498, -8.4001], [-2.4935, 23.1656, -10.9161], [-2.5063, 21.8703, -9.7578], [-0.4421, 21.9201, -11.2502], [-0.0778, 21.9102, -9.5718], [0.0472, 24.2670, -11.5969], [1.2848, 23.6611, -10.6956], [0.4015, 27.1092, -9.5353], [0.0297, 26.5025, -11.2462], [1.4615, 26.2644, -10.5750], [1.9715, 25.0263, -8.3795], [0.7782, 23.8583, -7.6908], [0.6937, 25.5096, -7.4653], [-0.9461, 22.8529, -7.5084], [-2.4219, 22.0975, -7.5968], [-2.3101, 23.7195, -6.6957], [4.6522, 26.5648, -10.5313], [4.7258, 25.2345, -11.1662], [3.8107, 25.2222, -12.1797], [3.5321, 26.5369, -12.5068], [2.7987, 26.8987, -13.3730], [4.1409, 27.3149, -11.6452], [5.6301, 26.8653, -10.1551], [3.9462, 26.5825, -9.7010], [4.6085, 24.4723, -10.3959], [5.7347, 25.0410, -11.5308], [1.4941, 22.9326, -13.6735], [2.6324, 22.6297, -14.6574], [2.0412, 21.9700, -15.6951], [0.7332, 22.3493, -15.7036], [-0.0580, 22.1373, -16.6234], [0.4291, 22.9739, -14.5546], [1.7164, 23.8103, -13.0665], [1.2423, 22.0166, -13.1391], [3.2663, 21.9600, -14.0762], [3.2719, 23.4540, -14.9729], [-6.8878, 22.6147, -11.3671], [-8.3578, 22.4035, -11.5560], [-8.7824, 21.6512, -10.4082], [-7.7578, 21.0616, -9.8639], [-7.8452, 20.2593, -8.9453], [-6.5717, 21.5119, -10.5426], [-6.7244, 23.5651, -10.8591], [-6.3645, 22.6699, -12.3217], [-8.6294, 21.7701, -12.4005], [-8.8670, 23.3471, -11.7523], [2.7483, 24.4091, -4.2463], [2.5118, 25.7481, -4.9000], [1.1970, 26.0572, -4.5441], [0.5385, 24.9131, -4.3049], [-0.6557, 24.7157, -4.1782], [1.4901, 23.9325, -4.2076], [3.2365, 24.6196, -3.2947], [3.3861, 23.7715, -4.8584], [2.7943, 25.7903, -5.9519], [3.2266, 26.4477, -4.4668], [4.2610, 22.1024, -8.9510], [2.7036, 21.1082, -8.9959], [3.0924, 19.6415, -9.1241], [2.1675, 21.3390, -7.2740], [4.0346, 23.0722, -8.5078], [4.6181, 22.1663, -9.9788], [5.0081, 21.5339, -8.3971], [1.2162, 20.8481, -7.0687], [2.1868, 22.3409, -6.8449], [2.9824, 20.8001, -6.7908], [-3.7670, 26.1764, -5.1679], [-3.9902, 28.0077, -5.4366], [-3.8636, 28.2569, -6.9751], [-5.8805, 28.1927, -5.1677], [-4.1798, 25.5517, -5.9600], [-4.3012, 26.0197, -4.2307], [-2.6770, 26.1744, -5.1648], [-6.1615, 27.6933, -4.2405], [-6.3619, 27.8725, -6.0918], [-6.1162, 29.2556, -5.1152], [1.0774, 28.3976, -6.4585], [-0.1423, 29.7348, -6.7510], [-1.3830, 29.0758, -7.4184], [-0.7040, 30.0958, -5.0014], [0.5230, 27.4628, -6.3758], [1.7391, 28.6460, -5.6287], [1.5584, 28.4887, -7.4324], [-1.5025, 29.4079, -4.7233], [-1.1249, 31.0840, -4.8163], [0.2002, 29.9284, -4.4161], [-6.8512, 26.4924, -8.5005], [-5.9046, 26.9871, -10.0942], [-4.9432, 27.9706, -9.4686], [-7.2909, 27.8943, -10.9283], [-7.8356, 26.1886, -8.8564], [-7.1282, 27.4230, -8.0052], [-6.4663, 25.6810, -7.8827], [-7.6868, 28.6948, -10.3035], [-8.1136, 27.1814, -10.9851], [-6.9865, 28.4110, -11.8385], [-4.2132, 27.9851, -12.9763], [-2.4966, 27.5458, -12.3133], [-2.8765, 27.4711, -10.8062], [-2.4428, 25.7935, -12.9463], [-4.4143, 28.9821, -12.5845], [-4.8049, 27.1309, -12.6472], [-4.2836, 27.9691, -14.0639], [-2.6936, 25.7773, -14.0069], [-3.2064, 25.1407, -12.5234], [-1.5498, 25.1709, -12.8908], [-2.7976, 20.0668, -14.1701], [-4.1006, 21.2258, -14.6267], [-5.1364, 21.0642, -13.5303], [-3.1024, 22.6593, -14.1592], [-2.5883, 20.1442, -13.1032], [-1.8808, 20.3605, -14.6814], [-3.1806, 19.0798, -14.4295], [-3.7905, 23.4775, -13.9468], [-2.4632, 22.9618, -14.9887], [-2.5090, 22.4883, -13.2610], [-0.9023, 31.4192, -11.1386], [0.0327, 30.0775, -10.1835], [-1.0866, 29.1033, -9.9242], [0.9446, 29.4013, -11.6597], [-1.3923, 30.9533, -11.9936], [-0.3025, 32.2301, -11.5518], [-1.5706, 31.9325, -10.4472], [1.6880, 28.6876, -11.3046], [1.3944, 30.2785, -12.1247], [0.3335, 28.9661, -12.4505], [1.0682, 17.0535, -10.2863], [0.3832, 18.7270, -10.6139], [-0.6399, 18.6143, -11.7240], [-0.6368, 18.8250, -9.1379], [0.3683, 16.2241, -10.3878], [1.3664, 16.9494, -9.2431], [1.9410, 16.7684, -10.8738], [-1.2294, 17.9122, -9.1974], [-1.2812, 19.7019, -9.1998], [-0.0591, 18.9265, -8.2191], [-3.0360, 22.7219, -3.6155], [-3.6700, 21.2858, -4.7050], [-4.3257, 20.2862, -3.7269], [-2.0442, 20.4831, -5.0271], [-3.8048, 23.0540, -2.9178], [-2.8414, 23.6028, -4.2273], [-2.1273, 22.5275, -3.0457], [-2.0481, 19.5757, -5.6310], [-1.4769, 20.2863, -4.1174], [-1.5042, 21.1194, -5.7283]], "forces_ev_per_a": [[-1.409, 0.605, 0.094], [2.017, 0.154, -0.382], [-1.910, -0.856, -0.743], [-0.547, 1.200, 0.319], [0.018, 1.068, -0.005], [-0.167, -2.290, 0.138], [-0.074, 0.555, -0.396], [-0.318, 1.571, 3.922], [1.342, -4.009, -3.236], [1.180, 0.319, 0.797], [-0.650, 0.728, 0.436], [0.982, 0.715, -1.016], [0.349, -0.210, 0.088], [-0.137, 0.063, -0.055], [0.285, 0.007, 0.192], [0.044, -0.015, -0.264], [0.021, -0.042, -0.035], [0.016, 0.030, -0.124], [0.347, 0.307, 0.198], [-0.778, 0.203, 0.119], [0.350, 0.167, 0.585], [-0.549, 0.294, -0.363], [-1.180, -0.024, 0.463], [0.586, -0.619, 0.484], [0.176, -0.572, -0.768], [0.158, -0.303, -0.672], [-0.719, 0.416, -0.195], [0.236, 0.371, 0.438], [-0.814, 0.375, 0.212], [0.042, -0.372, 0.140], [-0.150, 0.202, 0.001], [2.489, -1.732, 1.767], [-1.677, 0.340, -1.501], [-0.774, -1.170, -0.304], [0.294, -0.379, 0.171], [0.761, 2.048, 1.242], [-0.164, 0.589, -0.427], [-0.272, 0.286, -0.083], [-0.699, -0.322, -0.336], [0.076, 0.142, -0.474], [1.389, -1.177, -0.536], [2.038, -0.039, 3.037], [-1.641, -0.207, -1.281], [-1.823, -0.973, -3.096], [2.174, 0.627, 2.874], [-2.290, 1.511, -1.163], [-0.624, 0.029, -0.185], [0.754, 0.176, 1.053], [0.459, -0.254, -0.483], [-0.443, 0.334, -0.159], [-0.759, -0.027, 0.016], [-0.859, -0.209, -1.335], [-1.237, 1.572, -0.537], [1.607, -1.634, 1.506], [1.094, 2.134, -2.440], [-0.229, -1.069, 1.536], [0.230, 0.089, 0.489], [0.275, -0.731, 0.188], [0.447, -0.046, -0.204], [-0.467, -0.082, 0.817], [2.338, 1.413, -0.914], [2.827, 0.847, 0.195], [-1.227, 0.808, -0.508], [-1.066, -1.646, 0.592], [2.687, 0.996, -0.470], [-3.538, -1.909, 0.705], [-0.384, -0.686, 0.437], [-0.017, -0.118, 0.184], [-1.070, -0.200, -0.473], [-0.447, 0.437, 0.256], [-0.514, -0.891, 0.163], [0.156, -0.910, -0.857], [-0.367, 1.950, 0.536], [1.187, -0.444, 0.407], [0.136, 0.014, -0.070], [-0.206, 0.140, 0.018], [-0.083, 0.116, 0.266], [0.090, -0.011, -0.297], [-0.134, 0.190, -0.535], [-0.243, -0.282, 0.517], [-0.298, 1.811, -0.305], [-1.700, -0.584, -1.926], [-0.484, -0.331, 1.620], [1.405, 0.364, -0.491], [-0.045, 0.337, -0.110], [0.596, -0.375, 0.198], [-0.083, -0.793, 0.472], [-0.056, -0.120, -0.264], [0.179, -0.611, 0.327], [0.411, 0.056, 0.300], [-1.043, 0.845, -0.807], [-2.100, -0.210, 0.779], [2.255, 1.047, 2.203], [0.343, -0.568, -0.491], [0.164, 0.123, 0.216], [-0.083, -0.107, -0.142], [0.561, -0.549, 0.164], [0.300, -0.404, -0.190], [0.430, 0.189, -0.632], [-0.223, 0.147, 0.267], [-1.399, 0.370, -2.025], [-0.599, -0.042, 2.207], [-0.322, 0.559, -0.448], [0.105, 0.338, 1.319], [-0.059, -0.563, -0.119], [0.834, 0.058, 0.184], [0.556, 0.385, -0.290], [0.313, 0.006, 0.459], [0.211, -0.142, -0.690], [0.117, -0.738, -0.193], [1.430, -0.878, -0.266], [-1.366, -0.905, 1.017], [0.475, -1.188, -2.765], [-0.708, -0.355, -0.408], [-0.245, -0.358, 0.209], [-0.281, 0.476, 0.469], [0.477, 0.216, -0.052], [0.071, 0.621, -0.196], [-0.333, 0.567, 0.615], [0.588, 0.899, 0.467], [-0.082, 0.078, -0.225], [-0.095, -0.258, 1.710], [0.525, 0.429, -0.927], [-0.163, 0.701, -0.129], [-0.365, -0.061, 0.076], [-0.064, -0.365, -0.395], [0.422, -0.010, 0.010], [-0.210, -0.064, -0.133], [0.120, -0.159, -0.046], [-0.007, -0.302, -0.008], [0.778, 0.051, 0.356], [-0.999, 0.717, -2.418], [0.759, 0.245, -0.957], [-0.085, 0.675, 0.524], [-0.222, -0.271, 0.375], [0.644, -0.274, 0.171], [-0.240, -0.546, 0.058], [0.004, 0.181, -0.106], [0.452, -0.033, 0.227], [-0.488, -0.127, 0.494], [0.094, -0.602, 0.660], [-0.273, -0.594, -0.972], [0.764, 0.159, 0.670], [-0.059, -0.152, 0.138], [-0.650, 0.461, -0.462], [0.207, 0.595, 0.130], [-0.076, 0.669, -0.281], [-0.187, 0.123, 0.458], [-0.027, -0.056, -0.368], [0.169, -0.391, -0.051], [-0.092, -0.012, -0.661], [0.100, -1.925, 3.127], [0.749, 1.965, -1.796], [0.472, 0.660, -0.826], [-0.350, -0.652, -0.093], [0.140, -0.220, -0.365], [-0.081, -0.476, -0.182], [-1.091, -0.312, 0.380], [-0.248, 0.255, 0.054], [0.359, 0.623, 0.430]], "total_charge": 2, "energy_ev": -189139.1847, "multiplicity": 4, "homo_ev": [-11.940, -11.940]}